Run P
# C4H10N2OS

An isolated ion of composition C4H10N2OS and charge +1 (ωB97M-V/def2-TZVPD, the OMol25 dataset).

Last columns: bonded neighbours and bond lengths (Å).
Geometry (Å):
1 S -0.107 3.153 0.243  C6 1.841, H13 1.226
2 O 1.858 -1.027 -0.346  C7 1.221
3 N 0.043 -1.847 0.664  C5 1.489, C7 1.372, H14 1.072
4 N 0.367 0.977 -1.764  C8 1.475, H15 0.982, H18 1.033
5 C -1.434 -1.820 0.850  N3 1.489, H11 1.131, H12 1.138, H16 1.042
6 C 0.520 1.454 0.579  S1 1.841, C8 1.526, H10 1.164, H17 1.173
7 C 0.682 -0.869 -0.055  O2 1.221, N3 1.372, C8 1.460
8 C 0.077 0.404 -0.436  N4 1.475, C6 1.526, C7 1.460, H9 1.070
9 H -0.987 0.295 -0.421  C8 1.070
10 H 0.321 1.024 1.642  C6 1.164
11 H -1.906 -2.220 -0.097  C5 1.131
12 H -1.875 -0.801 1.100  C5 1.138
13 H 0.832 3.431 -0.495  S1 1.226
14 H 0.596 -2.747 0.850  N3 1.072
15 H -0.277 0.754 -2.470  N4 0.982
16 H -1.759 -2.408 1.646  C5 1.042
17 H 1.691 1.425 0.516  C6 1.173
18 H 1.360 0.823 -2.006  N4 1.033

Orbital gap (spin up / spin down) (eV): 9.9 / 4.5
Spin multiplicity: 2
Charge: +1

Mulliken analysis output, partial charges in e:
1. S 0.21
2. O -0.61
3. N -0.16
4. N -0.42
5. C -0.80
6. C -0.68
7. C 0.28
8. C -0.18
9. H 0.55
10. H 0.41
11. H 0.30
12. H 0.24
13. H 0.24
14. H 0.31
15. H 0.25
16. H 0.35
17. H 0.40
18. H 0.31


Run Q
# C4H10N2OS

A 2-piece molecular cluster, C4H10N2OS overall (ωB97M-V/def2-TZVPD, the OMol25 dataset).

Last columns: bonded neighbours and bond lengths (Å).
Geometry (Å):
1 S 3.076 0.788 0.254  C6 1.793
2 O -1.956 0.525 0.280  C5 1.213
3 N 0.299 1.857 -0.707  C7 1.402, H17 1.024, H18 1.020
4 N -0.644 -1.232 0.957  C5 1.455, C8 1.496, H16 1.017
5 C -0.830 0.146 0.526  O2 1.213, N4 1.455, C7 1.425
6 C 1.564 0.790 1.219  S1 1.793, C7 1.507, H13 1.110, H14 1.069
7 C 0.334 0.952 0.363  N3 1.402, C5 1.425, C6 1.507
8 C 0.370 -1.963 0.135  N4 1.496, H10 1.086, H11 1.089, H12 1.089
9 H -3.610 0.345 -3.209  H15 0.738
10 H 0.796 -2.753 0.746  C8 1.086
11 H 1.191 -1.297 -0.129  C8 1.089
12 H -0.109 -2.400 -0.740  C8 1.089
13 H 1.535 1.625 1.950  C6 1.110
14 H 1.497 -0.207 1.598  C6 1.069
15 H -3.450 0.082 -2.539  H9 0.738
16 H -1.562 -1.670 0.969  N4 1.017
17 H 1.108 1.589 -1.273  N3 1.024
18 H 0.389 2.825 -0.400  N3 1.020

Orbital gap (spin up / spin down) (eV): 6.4 / 6.4
Spin multiplicity: 2
Charge: +1

Mulliken analysis output, partial charges in e:
1. S 0.08
2. O -0.42
3. N -0.41
4. N -0.25
5. C 0.44
6. C -0.59
7. C 0.19
8. C -0.82
9. H 0.14
10. H 0.28
11. H 0.33
12. H 0.33
13. H 0.38
14. H 0.43
15. H -0.14
16. H 0.34
17. H 0.34
18. H 0.33


Most stable structure - run P; separation to the second - 2.577 eV.